Record 1
A structure of composition C25H27BrN3OSe2Ti at a distorted geometry, computed with ωB97M-V/def2-TZVPD.

Its energy above the lowest of the compared OMol25 structures with the same formula, charge and spin is 0.5396 eV. The orbital gap (spin up / spin down) comes out at 6.2 / 6.2 eV. As for the total charge: +1. The highest occupied orbital energy (spin up / spin down) is -9.908 / -9.908 eV. The value obtained for the total energy is -256726.8198 eV.

Geometry as XYZ:
```
60
Properties=species:S:1:pos:R:3:forces:R:3
Ti -0.894895 -0.625612 0.819884 -0.75 -0.36 1.23
C -1.689949 -1.599668 -3.212477 0.08 0.11 -0.02
C -0.813989 -0.401797 -2.929745 -0.12 -0.10 -0.09
C -1.368702 0.751054 -2.362451 0.12 -0.05 -0.15
C -0.618988 1.916763 -2.225997 0.01 -0.02 -0.01
C -1.234479 3.164939 -1.648699 0.02 -0.06 -0.06
C 0.704704 1.909361 -2.663355 0.02 0.02 -0.08
C 1.290942 0.768476 -3.199744 0.11 0.06 -0.04
C 2.725384 0.785193 -3.674759 -0.16 0.04 -0.01
C 0.517381 -0.383927 -3.320134 0.01 -0.06 -0.08
H -2.386559 -1.794406 -2.396218 -0.01 0.00 0.02
H -1.095881 -2.495002 -3.406475 -0.01 0.02 0.01
H -2.294189 -1.417600 -4.103891 0.01 0.00 0.02
H -2.419572 0.749535 -2.107830 0.03 0.06 0.06
H -2.129228 2.934303 -1.067295 0.03 0.00 -0.02
H -1.523235 3.854076 -2.445074 0.00 0.00 0.02
H -0.528035 3.692628 -1.004306 -0.01 0.00 -0.02
H 1.298306 2.815473 -2.569991 -0.05 -0.06 -0.02
H 3.182263 -0.202093 -3.596213 -0.01 0.00 -0.01
H 3.326263 1.491516 -3.100919 0.00 0.00 -0.01
H 2.780320 1.086817 -4.722750 -0.01 0.00 0.01
H 0.957150 -1.274310 -3.763206 -0.03 0.03 0.01
Se -2.326555 -1.661337 2.963685 0.43 -0.02 -0.39
Se -3.479841 -0.460883 0.126082 0.25 -0.23 -0.24
C -3.112325 1.098401 1.062299 0.39 0.10 -0.09
C -4.031943 2.092661 1.398503 0.11 0.12 0.08
C -3.583327 3.183626 2.100752 0.07 0.10 0.07
C -2.231921 3.271995 2.475770 -0.26 0.22 0.06
C -1.384465 2.261529 2.133268 -0.03 -0.39 -0.07
N -1.808511 1.185276 1.424602 -0.23 0.32 0.02
C -1.770527 -3.079062 1.908991 0.03 0.18 -0.01
C -1.800656 -4.436138 2.277525 -0.11 0.02 -0.18
C -1.537421 -5.379341 1.324295 0.05 -0.10 -0.12
C -1.239082 -4.983848 0.002531 -0.05 -0.25 0.12
C -1.138225 -3.656436 -0.272743 -0.07 0.27 0.20
N -1.339194 -2.703130 0.680296 0.21 -0.23 -0.19
H -5.066098 1.988252 1.104449 0.00 -0.04 -0.02
H -4.275321 3.972666 2.370695 0.06 -0.02 0.01
H -1.856834 4.114985 3.038558 -0.05 -0.01 -0.01
H -0.346810 2.277963 2.431434 0.00 -0.08 -0.02
H -2.069076 -4.702575 3.289675 -0.01 0.02 -0.01
H -1.577657 -6.431032 1.579956 0.00 0.02 -0.04
H -1.088438 -5.709607 -0.784113 0.00 -0.01 0.05
H -0.913942 -3.306683 -1.271620 -0.01 0.06 0.02
O 5.162197 -1.292461 -1.207230 -0.08 -0.03 -0.02
C 3.868224 -1.186517 -0.893961 0.24 0.03 -0.01
C 2.952499 -2.229046 -0.983536 0.00 -0.10 -0.06
C 1.653155 -1.987755 -0.617447 -0.06 0.00 0.07
N 1.196804 -0.801851 -0.175188 -0.39 0.03 0.11
C 2.096576 0.184091 -0.125169 -0.08 0.28 -0.09
Br 1.521268 1.909179 0.392423 0.13 -0.15 0.13
C 3.420963 0.053465 -0.457935 0.06 0.09 0.03
H 5.383887 -2.186405 -1.495999 0.01 0.00 0.00
H 3.240714 -3.215009 -1.325882 0.00 0.03 0.01
H 0.941011 -2.795581 -0.666703 0.03 0.05 0.05
H 4.100461 0.891154 -0.393805 -0.02 -0.04 0.00
C 0.388461 -0.576577 2.509967 0.20 0.23 -0.09
H 0.925984 0.375126 2.452483 0.03 -0.08 -0.09
H 1.126046 -1.370736 2.360866 -0.05 -0.09 -0.06
H -0.010840 -0.671547 3.509092 -0.07 0.06 0.03
```
Positions in Å, forces in eV/Å.

---

Record 2
A structure of composition C25H27Cl2MgN11O9P2S at a distorted geometry, computed with ωB97M-V/def2-TZVPD.

Its energy above the lowest of the compared OMol25 structures with the same formula, charge and spin is 1.0530 eV. The orbital gap comes out at 7.1 eV. As for the total charge: -2. The highest occupied orbital energy is -3.014 eV. The value obtained for the total energy is -121096.2083 eV.

Geometry as XYZ:
```
78
Properties=species:S:1:pos:R:3:forces:R:3
Mg -1.470438 -0.840655 0.387863 2.31 -0.28 -0.46
N -0.836391 0.126953 4.674984 0.57 -0.47 -0.19
C -1.778716 -0.631674 3.770766 -0.09 0.25 -0.50
C -2.903418 -1.236502 4.586636 -0.03 0.00 0.02
P -0.605459 -1.925724 3.069372 0.76 -0.73 0.78
O -1.311528 -3.326138 3.193980 -0.24 0.22 -0.21
O 0.481611 -1.870361 4.144062 -0.07 0.20 0.01
O -0.163841 -1.624521 1.668838 -0.22 -0.24 0.40
P -2.370755 0.681271 2.578058 -0.08 0.96 1.64
O -3.628039 0.052128 1.814863 0.68 0.09 0.27
O -2.734024 1.830257 3.442994 0.05 -0.04 0.06
O -1.260476 0.798065 1.563302 -0.61 0.06 0.26
H 0.032029 -0.668106 4.681875 -0.31 0.29 0.11
H -1.247083 0.347716 5.574294 -0.14 0.04 -0.06
H -0.565176 0.999838 4.218430 0.11 0.08 0.23
H -2.514508 -1.928474 5.337602 -0.03 -0.02 0.01
H -3.578392 -1.785846 3.932175 0.02 -0.04 0.01
H -3.472081 -0.436164 5.067905 -0.02 -0.01 0.02
H -2.009724 -3.448192 2.452394 -0.01 -0.11 0.14
H -3.136417 -0.086373 0.977915 -2.16 0.31 -0.57
N -4.212160 -1.435135 -1.391211 -0.04 -0.05 -0.14
C -3.713759 -0.148616 -1.452069 0.16 0.54 -0.23
N -4.304190 0.816464 -2.137995 -0.12 -0.35 0.00
N -3.505067 1.885854 -1.952759 0.16 0.04 -0.17
N -2.506038 1.584540 -1.206777 0.08 0.25 0.14
N -2.592439 0.280412 -0.857085 -1.18 -0.14 -0.44
C -3.963653 -2.304107 -0.358262 -0.02 -0.44 0.44
N -4.793044 -3.303181 -0.049700 -0.06 0.22 -0.30
N -4.232415 -3.899456 0.997425 0.11 -0.14 0.11
N -3.134884 -3.299274 1.303398 0.14 -0.06 0.19
N -2.912693 -2.275377 0.463253 -0.98 -0.20 -0.34
H -5.111309 -1.556230 -1.826554 0.00 0.03 0.03
C 2.819157 1.388371 0.067572 -0.50 -0.26 -0.20
S 1.002133 1.407110 0.475369 1.85 0.40 0.38
O 0.595168 2.763456 0.078133 -0.40 0.45 -0.30
C 1.423206 1.568561 2.243074 -0.28 -0.21 0.10
C 2.099578 0.580170 2.941797 0.03 -0.01 0.01
C 2.425298 0.787286 4.275310 0.08 0.00 0.01
C 2.060411 1.965041 4.913510 -0.01 0.03 0.01
C 1.345899 2.935035 4.218392 0.08 -0.08 0.06
C 1.027893 2.732902 2.883280 -0.12 0.09 -0.21
H 3.231313 2.357686 0.341164 -0.11 0.05 0.10
H 2.907516 1.236175 -1.005054 -0.01 -0.03 -0.04
H 3.322253 0.583647 0.599811 0.01 -0.04 -0.04
H 2.360879 -0.354885 2.464168 -0.06 -0.05 0.00
H 2.955785 0.015960 4.818365 -0.02 -0.04 0.00
H 2.325452 2.123360 5.952442 -0.02 -0.01 0.01
H 1.036635 3.844347 4.718824 -0.02 0.01 -0.02
H 0.469723 3.460315 2.306856 -0.02 0.02 0.01
Cl -1.121983 -0.860044 -4.691543 -0.11 0.03 0.01
C -0.470507 0.732818 -4.852018 0.19 -0.05 0.18
C -1.010808 1.608364 -5.774106 -0.14 0.01 0.00
C -0.459135 2.866823 -5.929511 0.05 0.00 -0.08
C 0.630545 3.244686 -5.166563 0.04 0.01 0.02
C 1.143785 2.371195 -4.222916 -0.16 -0.14 0.04
Cl 2.453845 2.909057 -3.237679 0.09 0.11 0.10
C 0.609552 1.091571 -4.030420 -0.20 0.03 0.00
N 1.057475 0.217383 -3.032845 -0.67 0.13 0.49
C 2.282579 -0.411128 -3.068000 0.68 -0.52 -0.09
C 3.174455 -0.112632 -4.105426 -0.11 -0.05 0.03
C 4.431666 -0.681839 -4.171119 0.05 0.02 -0.07
C 4.829423 -1.582409 -3.204337 0.15 -0.16 0.03
C 3.933996 -1.928983 -2.202511 0.04 0.12 -0.03
C 2.663865 -1.374009 -2.094169 -0.12 -0.03 -0.03
C 1.800011 -1.860344 -0.944986 -0.37 0.17 -0.29
C 0.399358 -2.412858 -1.329751 -0.26 0.24 0.17
O 0.309638 -3.517038 -1.843980 0.11 -0.02 -0.12
O -0.581681 -1.619675 -1.049891 1.33 -0.60 -1.54
H -1.874847 1.307769 -6.347939 0.00 -0.06 -0.03
H -0.881869 3.552792 -6.651167 -0.01 0.03 0.01
H 1.074377 4.225426 -5.263916 -0.01 0.01 -0.01
H 0.314417 -0.237106 -2.497663 0.13 -0.01 -0.02
H 2.860209 0.570180 -4.882786 0.03 0.00 -0.01
H 5.089784 -0.431331 -4.994701 0.01 0.05 0.01
H 5.815079 -2.031323 -3.235346 -0.02 -0.02 -0.01
H 4.234804 -2.661395 -1.461857 -0.05 0.00 0.00
H 1.592038 -1.076389 -0.218612 0.26 0.05 0.01
H 2.346105 -2.667494 -0.457227 -0.09 0.04 0.09
```
Positions in Å, forces in eV/Å.

---

Record 3
A structure of composition C25H27Cl2N2O4SiTa at a distorted geometry, computed with ωB97M-V/def2-TZVPD.

Its energy above the lowest of the compared OMol25 structures with the same formula, charge and spin is 0.2179 eV. The orbital gap comes out at 6.9 eV. As for the total charge: +2. The highest occupied orbital energy is -14.074 eV. The value obtained for the total energy is -71995.2483 eV.

Geometry as XYZ:
```
62
Properties=species:S:1:pos:R:3:forces:R:3
Ta -0.021683 -0.381368 -0.531204 0.81 0.67 -1.70
O -0.753425 4.817979 4.027198 0.00 0.00 0.01
C -0.495756 5.167363 2.692303 -0.01 0.02 -0.02
C -0.294523 3.910090 1.898512 -0.01 0.08 0.03
C -0.094817 3.965675 0.524963 0.01 -0.10 0.09
C 0.096545 2.793024 -0.174856 0.07 0.09 0.14
N 0.107566 1.597048 0.423928 -0.16 -0.38 0.95
C -0.109132 1.529224 1.775532 -0.04 -0.32 -0.27
C -0.309279 2.664712 2.525626 0.01 0.14 -0.10
C -0.101678 0.156984 2.391547 0.20 0.34 -0.42
C -0.107162 -0.053059 3.749626 0.03 -0.14 0.12
C 0.033878 -1.349118 4.250417 0.00 0.08 -0.07
C 0.019873 -1.597440 5.727394 -0.02 -0.02 0.02
O -0.018561 -0.360720 6.388304 -0.01 -0.01 0.02
C 0.212146 -2.399128 3.350053 -0.03 0.05 -0.04
C 0.200032 -2.133862 2.003424 -0.16 -0.06 0.08
N 0.012528 -0.887781 1.521971 -0.16 0.36 0.68
H -0.872721 5.613082 4.556871 0.00 0.00 0.00
H 0.408065 5.781726 2.594555 -0.01 -0.01 -0.01
H -1.324758 5.728157 2.243640 0.01 0.00 0.02
H -0.087549 4.912688 0.002876 0.01 -0.01 -0.05
H 0.258040 2.790642 -1.238931 0.06 0.05 -0.09
H -0.484201 2.630749 3.589922 0.00 -0.05 -0.01
H -0.188165 0.761795 4.452333 0.01 0.01 -0.02
H 0.906952 -2.185889 5.991129 0.00 0.02 -0.01
H -0.859777 -2.214293 5.954058 0.02 -0.01 -0.01
H -0.091938 -0.497955 7.338654 0.01 0.00 0.00
H 0.367009 -3.413591 3.690928 0.00 -0.01 0.01
H 0.342907 -2.918034 1.271641 0.00 -0.02 -0.03
Cl -4.564773 2.830076 -5.576245 -0.03 0.02 -0.01
C -3.687276 1.964649 -4.379611 0.12 -0.02 0.01
C -4.370543 1.271340 -3.378920 0.10 -0.04 0.04
C -3.677407 0.558071 -2.413023 -0.09 0.10 -0.22
C -2.293787 0.550636 -2.441531 -0.34 0.02 -0.32
O -1.627286 -0.160910 -1.524125 -0.32 -0.38 0.54
C -1.596040 1.251930 -3.431410 0.56 -0.05 0.17
C -0.139725 1.279936 -3.432831 -0.59 0.02 -0.09
O 0.596622 0.848623 -2.535662 -0.53 0.03 0.45
C -2.306749 1.950936 -4.410893 -0.07 0.07 -0.12
H -5.451731 1.284485 -3.367485 -0.01 0.02 -0.02
H -4.201077 -0.000642 -1.650119 0.00 0.00 0.00
H 0.332985 1.746252 -4.305888 0.07 -0.02 0.02
H -1.773590 2.485080 -5.187753 -0.02 0.01 -0.01
Cl 4.606308 -1.251806 -1.034959 0.05 0.00 0.10
C 3.371270 -0.025000 -0.666506 0.16 0.44 -0.72
H 3.483982 0.785413 -1.401476 0.10 -0.09 0.22
H 3.564358 0.391178 0.317292 0.02 -0.02 0.12
C 2.194465 -4.524701 -0.825449 0.07 0.00 0.00
Si 1.523575 -3.313864 -2.071766 -0.04 -0.37 -0.13
C 2.581258 -3.174475 -3.587161 0.08 0.11 0.02
C -0.256751 -3.729227 -2.493448 0.02 0.08 0.22
C 1.413490 -1.634600 -1.222693 -0.18 0.07 0.19
C 2.007426 -0.528494 -0.799003 0.30 -0.77 0.39
H 2.270647 -5.512172 -1.285723 0.01 -0.01 -0.03
H 1.553653 -4.640809 0.050559 -0.03 0.03 0.03
H 3.192370 -4.237396 -0.490654 -0.01 0.00 0.01
H 2.560065 -4.097755 -4.168165 -0.04 -0.03 0.02
H 3.616991 -2.972771 -3.310723 -0.01 0.00 -0.03
H 2.243060 -2.363932 -4.234882 -0.01 0.00 -0.03
H -0.351425 -4.711887 -2.956495 0.05 -0.01 -0.03
H -0.679843 -2.998026 -3.184185 -0.05 0.03 -0.05
H -0.884928 -3.748866 -1.591452 0.04 0.01 -0.10
```
Positions in Å, forces in eV/Å.